Record 1
ORCA calculation (ωB97M-V/def2-TZVPD) on C38H29MoN3O7P2Te as an isolated structure in a non-equilibrium geometry.

Last column: Mulliken charge in e.
Element x y z (Å)
Mo1 0.003 1.316 0.573  -0.005
Te1 -2.207 -0.605 -0.269  0.785
C1 -2.387 -2.643 -0.836  0.659
C2 -3.223 -3.466 -0.109  -0.493
C3 -3.287 -4.802 -0.498  -0.456
N1 -2.580 -5.305 -1.509  -0.559
C4 -1.793 -4.479 -2.199  -0.516
C5 -1.662 -3.126 -1.908  -0.254
C6 -0.109 -0.567 -0.825  -1.454
P1 0.275 0.853 -1.847  1.461
C7 1.968 0.734 -2.428  0.826
C8 2.506 -0.509 -2.765  0.300
C9 3.791 -0.582 -3.274  -0.888
C10 4.543 0.576 -3.435  -0.712
C11 4.006 1.816 -3.113  -0.891
C12 2.714 1.900 -2.618  -0.618
C13 -0.853 0.928 -3.243  0.452
C14 -2.049 1.641 -3.152  -0.270
C15 -2.949 1.600 -4.205  -0.725
C16 -2.651 0.855 -5.337  -0.579
C17 -1.443 0.171 -5.436  -0.761
C18 -0.530 0.214 -4.395  -0.522
P2 0.918 -0.930 0.601  0.914
C19 2.683 -1.119 0.434  1.179
C20 3.462 -0.116 1.022  -0.233
C21 4.842 -0.260 1.069  -0.892
C22 5.433 -1.402 0.548  -0.648
C23 4.652 -2.400 -0.030  -0.859
C24 3.278 -2.265 -0.093  -0.244
C25 0.200 -2.277 1.544  0.763
C26 -0.427 -2.014 2.763  -0.245
C27 -0.997 -3.057 3.477  -0.793
C28 -0.937 -4.352 2.977  -0.641
C29 -0.313 -4.612 1.763  -0.893
C30 0.261 -3.577 1.042  -0.262
H1 -3.802 -3.110 0.734  0.392
H2 -3.930 -5.493 0.038  0.411
H3 -1.244 -4.913 -3.029  0.398
H4 -1.024 -2.490 -2.510  0.451
H5 1.919 -1.410 -2.632  0.555
H6 4.206 -1.543 -3.552  0.460
H7 5.552 0.513 -3.824  0.462
H8 4.589 2.717 -3.256  0.491
H9 2.283 2.870 -2.404  0.442
H10 -2.269 2.237 -2.278  0.458
H11 -3.877 2.153 -4.143  0.460
H12 -3.357 0.819 -6.158  0.432
H13 -1.207 -0.391 -6.330  0.463
H14 0.423 -0.292 -4.489  0.426
H15 2.999 0.752 1.470  0.455
H16 5.450 0.510 1.530  0.508
H17 6.508 -1.522 0.600  0.446
H18 5.118 -3.293 -0.428  0.480
H19 2.687 -3.045 -0.556  0.371
H20 -0.449 -1.006 3.157  0.419
H21 -1.485 -2.862 4.424  0.492
H22 -1.372 -5.167 3.544  0.442
H23 -0.276 -5.623 1.374  0.459
H24 0.734 -3.786 0.091  0.312
O1 1.536 3.283 3.600  -0.504
C31 0.617 2.724 3.095  -0.299
O2 0.755 1.607 2.326  -0.243
C32 -0.817 3.110 3.313  1.276
C33 -1.136 3.846 4.444  -0.735
C34 -2.447 4.188 4.666  -0.493
C35 -3.460 3.802 3.818  -0.390
C36 -3.143 3.065 2.700  -0.603
C37 -1.821 2.745 2.419  0.422
O3 -1.444 2.163 1.220  -0.299
N2 -4.256 2.634 1.837  0.917
O4 -5.271 3.285 1.867  -0.513
O5 -4.038 1.696 1.089  -0.607
N3 -2.795 4.995 5.863  1.042
O6 -3.952 5.343 5.962  -0.577
O7 -1.895 5.236 6.636  -0.573
H25 -0.357 4.147 5.131  0.663
H26 -4.486 4.072 4.023  0.656
C38 1.113 3.100 0.128  -1.211
H27 2.163 2.806 0.027  0.436
H28 1.038 3.797 0.958  0.572
H29 0.787 3.586 -0.787  0.451

Computed properties:
Total charge: +2
Frontier orbital gap in eV: 5.806
HOMO energy in eV: -13.949

Record 2
ORCA calculation (ωB97M-V/def2-TZVPD) on C38H29N3O5SiZr as an isolated structure.

Last column: Mulliken charge in e.
Element x y z (Å)
Zr1 -0.330 0.795 -0.167  0.831
O1 4.128 0.141 -1.065  -0.705
C1 4.443 1.432 -1.267  0.392
C2 5.720 1.689 -1.772  -0.660
C3 6.134 2.983 -2.005  -0.289
C4 5.285 4.056 -1.741  -0.769
C5 4.027 3.811 -1.238  -0.597
C6 3.581 2.508 -0.991  -0.013
C7 2.233 2.298 -0.437  1.009
O2 1.774 1.069 -0.345  -0.150
N1 1.538 3.321 -0.030  -0.992
N2 0.324 2.872 0.479  0.256
C8 -0.299 3.703 1.236  -0.490
C9 -1.471 3.391 2.024  0.413
C10 -2.094 4.425 2.736  -0.742
C11 -3.137 4.175 3.599  -0.802
C12 -3.559 2.857 3.788  -0.594
C13 -2.957 1.819 3.110  -0.306
C14 -1.917 2.067 2.205  0.288
O3 -1.359 1.064 1.545  0.111
H1 3.193 0.088 -0.794  0.230
H2 6.361 0.841 -1.971  0.444
H3 7.126 3.161 -2.400  0.379
H4 5.610 5.070 -1.930  0.403
H5 3.349 4.625 -1.020  0.431
H6 0.138 4.694 1.344  0.367
H7 -1.733 5.438 2.600  0.403
H8 -3.610 4.985 4.137  0.400
H9 -4.363 2.645 4.482  0.418
H10 -3.262 0.791 3.266  0.498
O4 -1.296 0.932 -4.253  -0.676
C15 -1.352 0.961 -3.051  0.033
O5 -0.334 0.943 -2.224  -0.729
C16 -2.681 1.006 -2.330  0.776
C17 -3.875 1.122 -3.009  -0.866
C18 -5.051 1.142 -2.273  -0.346
C19 -4.978 1.022 -0.896  -1.011
C20 -3.736 0.898 -0.296  -0.249
N3 -2.602 0.904 -0.998  0.475
H11 -3.852 1.195 -4.087  0.551
H12 -6.008 1.238 -2.767  0.435
H13 -5.867 1.020 -0.281  0.471
H14 -3.637 0.791 0.774  0.506
C21 -4.056 -2.487 -1.037  -0.340
C22 -3.734 -2.358 0.310  -0.783
C23 -2.412 -2.215 0.697  -0.260
C24 -1.372 -2.230 -0.244  0.448
C25 -1.719 -2.369 -1.593  -0.564
C26 -3.045 -2.491 -1.988  -0.801
Si1 0.398 -1.785 0.274  1.581
C27 1.640 -2.477 -0.956  0.412
C28 2.458 -3.559 -0.614  -0.777
C29 3.390 -4.062 -1.509  -0.733
C30 3.523 -3.492 -2.768  -0.612
C31 2.727 -2.415 -3.124  -0.761
C32 1.800 -1.908 -2.224  0.050
C33 0.740 -2.497 1.980  0.052
C34 0.205 -3.719 2.393  0.014
C35 0.508 -4.249 3.640  -0.736
C36 1.359 -3.564 4.497  -0.474
C37 1.903 -2.350 4.104  -0.654
C38 1.592 -1.824 2.858  -0.359
H15 -5.090 -2.589 -1.342  0.416
H16 -4.519 -2.363 1.057  0.413
H17 -2.177 -2.092 1.749  0.391
H18 -0.939 -2.385 -2.348  0.376
H19 -3.286 -2.596 -3.039  0.472
H20 2.370 -4.011 0.367  0.372
H21 4.016 -4.897 -1.221  0.397
H22 4.254 -3.881 -3.465  0.376
H23 2.835 -1.954 -4.098  0.448
H24 1.214 -1.043 -2.515  0.194
H25 -0.459 -4.266 1.733  0.407
H26 0.085 -5.199 3.941  0.400
H27 1.597 -3.977 5.469  0.371
H28 2.567 -1.811 4.768  0.408
H29 2.024 -0.873 2.562  0.318

Computed properties:
Frontier orbital gap in eV: 7.092
HOMO energy in eV: -7.633

Record 3
ORCA calculation (ωB97M-V/def2-TZVPD) on C38H30BiBrF7N6O5PS as an isolated structure.

Last column: Mulliken spin population.
Element x y z (Å)
Bi1 0.100 -1.288 -0.045  -0.004
C1 -4.652 1.995 5.175  0.000
C2 -4.918 2.442 3.740  0.000
C3 -5.162 3.935 3.604  0.000
C4 -3.923 4.720 4.014  0.000
C5 -2.685 4.186 3.337  0.000
C6 -1.559 4.967 3.220  0.000
C7 -0.415 4.472 2.596  0.002
F1 0.655 5.273 2.511  0.000
C8 -0.361 3.218 2.065  0.000
C9 -1.502 2.405 2.154  0.002
C10 -1.485 1.078 1.566  0.012
O1 -0.414 0.696 0.987  0.007
C11 -2.672 0.331 1.649  -0.001
C12 -3.761 0.862 2.301  0.000
N1 -3.769 2.057 2.884  0.000
C13 -2.652 2.881 2.801  -0.002
C14 -2.826 -1.049 1.081  0.000
O2 -3.921 -1.449 0.752  0.000
O3 -1.726 -1.756 1.042  0.000
H1 -5.453 2.343 5.827  0.000
H2 -3.706 2.393 5.545  0.000
H3 -4.610 0.907 5.236  0.000
H4 -5.775 1.895 3.348  0.000
H5 -6.012 4.208 4.228  0.000
H6 -5.426 4.166 2.569  0.000
H7 -3.786 4.674 5.097  0.000
H8 -4.043 5.774 3.762  0.000
H9 -1.549 5.978 3.607  0.000
H10 0.537 2.842 1.592  -0.009
H11 -4.672 0.279 2.359  0.000
Br1 1.524 -2.901 -4.659  0.001
C15 2.683 -2.488 -3.212  0.001
C16 3.738 -3.341 -2.949  0.001
C17 4.607 -2.979 -1.934  0.000
C18 4.410 -1.786 -1.260  -0.001
C19 3.303 -1.026 -1.592  0.007
N2 2.421 -1.381 -2.541  0.000
C20 3.007 0.301 -0.933  0.000
O4 3.797 1.220 -1.048  0.005
O5 1.864 0.368 -0.327  0.042
H12 3.862 -4.260 -3.502  0.000
H13 5.437 -3.624 -1.677  0.000
H14 5.087 -1.448 -0.488  0.000
N3 0.163 0.477 -4.187  0.132
C21 1.018 1.572 -4.273  0.119
C22 1.638 1.873 -5.479  -0.051
C23 2.492 2.956 -5.556  0.082
C24 2.742 3.753 -4.436  -0.003
C25 2.129 3.464 -3.238  0.032
C26 1.257 2.375 -3.153  0.063
S1 0.501 2.038 -1.644  0.508
N4 -0.351 0.674 -1.912  0.078
C27 -0.449 0.078 -3.068  -0.013
C28 -1.343 -1.115 -3.114  -0.007
C29 -1.823 -1.650 -4.291  0.000
C30 -2.699 -2.728 -4.221  0.001
C31 -3.070 -3.212 -2.986  0.003
C32 -2.526 -2.627 -1.847  -0.002
N5 -1.681 -1.607 -1.916  0.001
H15 0.116 -0.126 -4.994  -0.011
H16 1.454 1.252 -6.347  -0.001
H17 2.975 3.180 -6.497  0.004
H18 3.421 4.590 -4.505  0.001
H19 2.329 4.060 -2.356  -0.002
H20 -1.546 -1.256 -5.259  0.002
H21 -3.077 -3.179 -5.128  0.000
H22 -3.757 -4.040 -2.886  0.000
H23 -2.758 -2.992 -0.857  0.000
F2 0.452 -3.607 -1.547  0.000
P1 0.480 -4.901 -0.494  0.000
F3 0.756 -5.886 -1.701  0.000
F4 0.186 -3.768 0.732  0.000
F5 0.498 -6.048 0.596  0.000
F6 -1.107 -5.032 -0.680  0.000
F7 2.052 -4.623 -0.291  0.000
N6 0.971 -1.537 2.262  0.001
C33 2.395 -1.744 2.318  0.003
C34 2.916 -3.024 2.191  0.000
C35 4.293 -3.197 2.195  0.000
C36 5.141 -2.106 2.319  0.000
C37 4.608 -0.829 2.437  -0.001
C38 3.234 -0.644 2.435  -0.004
H24 0.690 -0.688 2.738  0.000
H25 0.437 -2.329 2.605  0.000
H26 2.256 -3.874 2.085  0.000
H27 4.699 -4.196 2.103  0.000
H28 6.213 -2.250 2.327  0.000
H29 5.262 0.028 2.532  0.000
H30 2.813 0.352 2.510  0.000

Computed properties:
Total charge: +1
Frontier orbital gap (alpha / beta) in eV: 7.452 / 5.700
2S+1: 2
HOMO energy (alpha / beta) in eV: -10.932 / -10.922

Table of energy above the lowest of the compared OMol25 structures with the same formula, charge and spin (kJ/mol), in record order: 111.3; 133.4; 11.7